Computed, not measured: a 14-piece molecular cluster, H28O14 overall in a non-equilibrium geometry, with ωB97M-V with the def2-TZVPD basis set.

Last column: Mulliken charge in e.
Positions of all 42 atoms, in Å:
O  0.008  2.354  1.236  -0.64
H  0.707  2.924  0.989  0.30
H  0.262  2.077  2.138  0.28
O  -1.636  1.205  -1.455  -0.77
H  -2.356  1.379  -0.816  0.31
H  -2.124  0.915  -2.228  0.24
O  2.936  1.043  0.638  -0.72
H  2.416  1.402  -0.142  0.33
H  2.810  0.113  0.599  0.38
O  -1.196  -1.987  -1.861  -0.60
H  -1.683  -2.655  -2.333  0.27
H  -1.033  -2.260  -0.926  0.33
O  -2.087  -0.840  1.866  -0.64
H  -2.887  -1.126  1.453  0.30
H  -1.656  -0.295  1.212  0.24
O  0.106  -3.137  0.223  -0.69
H  0.511  -3.949  0.521  0.29
H  -0.149  -2.676  0.996  0.26
O  2.474  2.097  3.076  -0.69
H  2.911  1.427  3.656  0.30
H  2.566  1.657  2.209  0.43
O  0.170  0.330  3.319  -0.51
H  -0.516  0.390  3.986  0.26
H  0.991  0.486  3.832  0.23
O  -3.793  -1.225  -0.578  -0.58
H  -3.104  -1.022  -1.207  0.25
H  -4.382  -0.512  -0.805  0.35
O  0.114  -0.204  0.170  0.25
H  0.238  0.610  0.698  0.11
H  -0.397  0.082  -0.570  0.17
O  -0.051  3.374  -1.995  -0.62
H  -0.698  4.042  -2.272  0.29
H  -0.565  2.616  -1.751  0.43
O  -0.247  -0.636  -3.930  -0.65
H  -0.651  -1.035  -3.179  0.39
H  -0.259  0.308  -3.866  0.32
O  1.918  -0.709  -1.815  -0.69
H  1.351  -0.242  -2.451  0.35
H  1.474  -0.570  -0.984  0.23
O  2.698  -1.637  0.995  -0.69
H  3.050  -2.283  0.401  0.31
H  1.776  -1.829  0.953  0.31

Values from the calculation:
- LUMO: -0.43 eV
- E: -1070.1584 hartree
- HOMO: -10.446 eV
- Energy relative to the best compared isomer or geometry (same formula, charge and spin): 26.7 kcal/mol